# 1
Below is a cluster of 6 separate species, C19H35N3O17P in total in a non-equilibrium geometry, with properties calculated with ωB97M-V/def2-TZVPD.

Energy: -68831.216 eV
E_HOMO: -12.17 eV
Gap between HOMO and LUMO: 0.362 Ha
Net charge: +1

Structure (XYZ):
```
75
Properties=species:S:1:pos:R:3:forces:R:3:lowdin_charge:R:1
C 2.2451 -1.6899 -1.1039 -0.445 -0.075 0.071 -0.08
O 1.3418 -1.0745 -0.1940 0.949 -0.273 0.050 -0.21
C 1.8832 0.1123 0.3657 -0.953 0.071 0.130 -0.20
C 1.5066 0.2109 1.8494 0.127 0.479 -0.474 -0.15
C 2.6708 0.3295 2.8073 -1.062 0.018 0.228 -0.14
N 3.4822 -0.9328 2.9662 -0.778 -0.108 -1.114 -0.24
N 2.7724 -2.0978 2.4656 -0.196 0.076 0.540 0.10
P 5.2868 -0.8924 2.4418 2.064 0.321 0.684 0.91
N 5.5679 0.5337 1.5554 -1.175 -0.770 0.541 -0.15
O 5.2691 -1.9771 1.2406 -0.252 0.552 -0.386 -0.27
H 1.7650 -2.5736 -1.4982 -0.232 -0.138 -0.176 0.10
H 2.4971 -1.0216 -1.9190 0.116 0.145 -0.244 0.10
H 3.1522 -2.0276 -0.6036 0.299 0.094 0.125 0.07
H 1.4301 0.9508 -0.1572 0.089 0.237 -0.168 0.13
H 2.9604 0.1885 0.2188 0.257 -0.244 -0.074 0.10
H 0.9383 1.1269 1.9690 -0.085 0.293 0.174 0.12
H 0.8320 -0.5789 2.1341 -0.067 -0.439 0.001 0.11
H 2.2449 0.5614 3.7732 0.078 -0.037 0.416 0.13
H 3.2564 1.1945 2.5258 0.613 -0.167 -0.043 0.10
H 3.5407 -1.1272 3.9647 0.242 -0.071 0.089 0.11
H 3.2818 -2.8776 2.8890 -0.168 -0.055 -0.337 0.06
H 2.8261 -2.1217 1.4551 0.136 0.063 -0.039 0.06
H 5.5340 1.3067 2.2135 0.421 0.300 -0.284 0.05
H 4.9117 0.6987 0.7939 0.198 0.232 -0.101 0.04
H 5.7563 -1.5957 0.4866 -0.170 -0.393 0.062 0.08
C -1.4252 -2.1164 0.3531 -0.037 0.031 -0.034 -0.12
C -2.3445 -2.1451 -0.8496 0.056 0.092 -0.124 -0.10
O -3.4263 -2.9625 -0.3849 0.113 0.053 0.115 0.07
C -3.4559 -2.9039 0.9672 -0.043 -0.045 -0.177 -0.57
O -4.3262 -3.3301 1.6484 -0.067 0.004 0.113 0.17
O -2.3423 -2.2829 1.4415 0.029 0.036 -0.045 0.04
H -0.8827 -1.1858 0.4514 -0.074 0.077 0.108 0.10
H -0.7150 -2.9454 0.3601 -0.017 -0.004 0.005 0.13
H -2.7326 -1.1572 -1.1029 -0.002 0.013 0.059 0.13
H -1.8852 -2.5816 -1.7321 -0.129 -0.154 0.008 0.14
C -2.9719 2.2770 2.8421 -0.151 0.024 0.125 -0.10
C -3.5316 1.0829 2.0969 -0.113 -0.092 0.233 -0.10
O -3.0275 1.2957 0.7702 0.074 0.018 -0.056 0.06
C -1.9254 2.0682 0.8525 -0.092 -0.070 0.166 -0.58
O -1.1738 2.2728 -0.0478 0.189 -0.051 -0.128 0.15
O -1.7728 2.5625 2.1017 -0.061 -0.100 -0.038 0.06
H -2.7382 2.0637 3.8811 0.186 0.018 -0.039 0.13
H -3.6269 3.1472 2.7947 0.014 0.007 -0.053 0.14
H -3.1462 0.1322 2.4698 0.036 0.008 -0.037 0.13
H -4.6168 1.0480 2.0928 -0.008 0.038 -0.193 0.14
C -1.4589 2.7263 -3.5980 0.250 0.116 0.162 -0.11
C -2.9486 2.7862 -3.3758 -0.126 0.049 0.265 -0.11
O -3.4589 2.1794 -4.5732 0.152 -0.024 0.028 0.06
C -2.4948 1.3770 -5.0836 -0.013 0.073 0.066 -0.58
O -2.6564 0.6117 -5.9773 -0.006 -0.071 -0.100 0.16
O -1.3173 1.5698 -4.4404 -0.123 0.019 0.056 0.06
H -0.9017 2.6012 -2.6733 0.031 -0.191 -0.044 0.11
H -1.0804 3.5984 -4.1297 -0.053 0.009 -0.032 0.12
H -3.2664 2.1935 -2.5145 0.039 -0.089 -0.056 0.13
H -3.3145 3.8009 -3.2666 -0.106 0.000 -0.202 0.12
C -2.5951 5.1213 -7.7365 0.001 -0.073 -0.174 -0.10
C -4.0523 5.2422 -7.3443 -0.097 -0.013 -0.175 -0.10
O -3.9900 5.1298 -5.9170 0.038 0.067 -0.041 0.06
C -2.7542 5.4917 -5.5186 -0.091 0.046 -0.066 -0.58
O -2.4371 5.6548 -4.3820 0.079 0.071 0.034 0.14
O -1.9254 5.6340 -6.5746 -0.060 -0.057 -0.008 0.07
H -2.3363 5.7047 -8.6153 0.109 0.122 0.112 0.13
H -2.2876 4.0859 -7.8902 -0.020 -0.011 0.051 0.13
H -4.4766 6.2139 -7.6011 0.036 0.021 0.032 0.13
H -4.6764 4.4581 -7.7627 -0.018 -0.085 0.183 0.14
C 2.5754 -5.6778 6.4326 -0.133 -0.191 0.097 -0.08
C 2.7973 -6.4027 5.1225 -0.074 -0.234 0.101 -0.08
O 3.1096 -5.3125 4.2323 0.005 -0.029 -0.039 0.08
C 3.5727 -4.3006 4.9700 0.106 -0.024 0.111 -0.56
O 4.0791 -3.3115 4.5038 -0.009 0.068 0.128 0.09
O 3.4106 -4.5137 6.2737 -0.037 0.014 0.018 0.09
H 2.8804 -6.2523 7.3014 0.173 0.138 0.034 0.14
H 1.5443 -5.3501 6.5641 0.016 0.055 -0.039 0.14
H 3.6499 -7.0804 5.1536 0.048 0.060 -0.013 0.14
H 1.9234 -6.9443 4.7748 -0.029 0.149 -0.166 0.14
```
Positions in Å, forces in eV/Å.

=====

# 2
Below is a structure of composition C19H35NO3 in a non-equilibrium geometry, with properties calculated with ωB97M-V/def2-TZVPD.

Energy above the lowest of the compared OMol25 structures with the same formula, charge and spin: 1619.8 kJ/mol
Energy: -27886.382 eV
E_HOMO: -8.43 eV
Gap between HOMO and LUMO: 0.338 Ha
Net charge: 0

Structure (XYZ):
```
58
Properties=species:S:1:pos:R:3:forces:R:3:lowdin_charge:R:1
C 4.7310 0.9735 0.1795 -3.193 1.459 -8.088 -0.16
H 4.3126 0.8984 1.0477 -3.258 -0.753 4.898 0.03
C 4.5532 -0.1926 -0.7631 -5.409 -4.075 1.537 -0.13
H 3.5383 -0.1641 -1.3405 1.530 0.627 0.990 0.11
C 4.2621 -1.7180 -0.0250 0.935 6.755 5.905 -0.21
H 3.7265 -1.3632 1.1347 1.007 -0.714 -3.113 0.16
H 5.1351 -2.0772 0.5174 0.548 -0.529 -0.991 0.09
C 3.3717 -2.6139 -0.6566 -2.546 -0.742 1.913 -0.29
H 3.4276 -3.5224 -0.0349 -0.510 -0.054 -0.258 0.12
H 3.8464 -2.8923 -1.5321 -0.058 -0.602 -2.639 0.09
C 1.8457 -2.1066 -0.6825 1.251 -6.096 -3.811 -0.11
H 1.6789 -1.2872 -1.3712 -0.177 0.103 0.291 0.09
H 1.4812 -3.2788 -1.4201 0.219 3.792 2.027 0.20
C 1.1404 -2.0966 0.6523 -3.571 -7.072 -5.508 -0.17
H 1.7732 -2.2595 1.3498 4.308 -0.466 5.118 0.06
H 0.3348 -3.0369 0.8253 2.138 1.840 -0.890 0.21
C 0.3691 -1.0138 0.7734 -4.586 12.107 2.373 -0.39
O -0.6568 -0.9631 1.8419 3.919 0.799 -0.035 0.00
C -1.7077 -1.2996 1.1430 -8.351 -6.098 9.125 -0.37
H -1.8768 -2.4559 1.3803 0.282 1.513 -1.608 0.17
H -2.7021 -0.9893 1.6618 1.434 -0.085 0.140 0.16
C -1.8843 -0.8259 -0.0957 2.899 -0.770 -8.620 -0.38
C -2.6073 0.4664 -0.3901 -1.160 -1.055 3.345 -0.08
N -4.0587 0.1843 0.0620 3.603 -3.699 -6.596 -0.14
C -4.7270 -0.4096 -1.3891 0.283 -9.783 12.193 0.01
H -4.1416 -1.5040 -1.3640 -0.940 2.992 -0.927 0.15
C -6.1343 -1.0448 -0.6564 0.848 9.201 -7.376 0.07
O -6.7858 0.4914 -0.3622 -0.943 -4.042 -1.068 -0.21
C -6.1922 1.0096 0.7632 3.108 2.664 -3.241 -0.23
C -4.6597 1.3358 0.2583 -5.258 5.930 -0.678 -0.30
H -4.1526 2.0084 0.9352 0.310 0.050 0.544 0.10
H -4.7782 2.0088 -0.8236 0.109 -1.275 2.774 0.18
H -6.6496 1.9993 0.8567 -0.240 -0.364 1.048 0.12
H -6.0796 0.3258 1.5554 -0.397 -0.519 1.570 0.09
H -6.7675 -1.4135 -1.4288 -0.692 -0.815 0.207 0.09
H -6.0507 -1.3101 0.2677 0.876 -2.770 5.045 0.03
H -4.7458 0.0150 -2.2528 -0.298 3.473 -4.973 0.03
H -2.2016 1.1280 0.4993 -0.513 -0.486 -2.381 0.17
H -2.4831 0.7564 -1.4632 -0.067 0.330 1.146 0.15
O -0.5165 -0.5079 -0.3840 3.627 -1.239 0.264 -0.07
H -2.0002 -1.7799 -0.7920 -1.147 2.194 0.823 0.19
C 1.1738 0.3683 1.2363 4.634 -5.390 -5.320 -0.10
C 0.7051 1.6599 0.7268 2.323 1.776 -2.400 -0.15
H 0.0939 1.8961 1.5264 -1.621 2.287 1.275 0.07
H 0.1227 1.7474 -0.3024 1.327 -0.821 2.345 0.15
C 2.1341 2.6114 0.5331 -3.008 -1.202 0.639 -0.15
H 2.7286 2.4471 1.4427 0.258 -0.147 -0.691 0.11
H 1.7251 3.5498 0.6213 -0.738 2.593 0.590 0.05
C 2.7830 2.5630 -0.8719 0.605 -4.149 3.450 -0.17
H 2.2054 1.6862 -1.2558 1.111 0.435 -0.766 0.11
H 2.6348 3.3913 -1.4573 -0.635 2.067 -1.215 0.07
C 4.2922 2.3171 -0.6535 -0.389 -0.139 5.108 -0.14
H 4.8548 3.1772 -0.1304 -1.404 -0.830 -0.549 0.14
H 4.7964 2.2183 -1.4937 2.180 -0.403 -4.383 0.03
H 1.7119 0.1484 2.1645 -1.166 0.851 0.650 0.13
H 2.2274 0.2132 0.5928 -2.264 0.025 1.048 0.12
H 5.1743 -0.4958 -1.5288 2.341 0.458 -1.403 0.07
H 5.6679 1.0267 0.3732 6.524 0.862 1.146 0.04
```
Positions in Å, forces in eV/Å.

=====

# 3
Below is a structure of composition C19H36AgBr2F3OP in a non-equilibrium geometry, with properties calculated with ωB97M-V/def2-TZVPD.

Energy: -183852.100 eV
E_HOMO: -11.35 eV
Gap between HOMO and LUMO: 0.260 Ha
Net charge: +1

Structure (XYZ):
```
63
Properties=species:S:1:pos:R:3:forces:R:3:lowdin_charge:R:1
C 2.5645 -4.3834 0.8629 -0.055 -0.057 -0.037 -0.12
C 3.8082 -3.5315 1.0946 0.022 -0.053 -0.016 -0.26
C 3.4912 -2.0250 1.1360 -0.102 0.040 0.072 -0.22
C 4.2488 -1.1765 0.1097 0.191 -0.096 0.029 -0.22
C 3.4869 0.0584 -0.3468 -0.093 0.123 0.151 -0.24
C 4.2197 0.8473 -1.4242 0.090 -0.036 -0.160 -0.21
C 3.5679 2.1584 -1.8636 -0.128 0.059 0.121 -0.20
C 2.1614 1.9995 -2.4458 0.007 -0.072 0.002 -0.19
C 1.0598 2.0119 -1.3795 -0.147 0.042 -0.010 -0.27
C -0.3123 1.4466 -1.7847 -0.082 -0.113 -0.158 -0.23
C -0.9693 0.5349 -0.7237 0.120 -0.034 -0.165 -0.37
P -2.7954 0.7274 -0.5861 -0.108 0.083 0.179 1.03
C -3.1501 -0.6053 0.6413 0.031 -0.024 0.095 -0.34
C -2.8160 -2.0055 0.1097 -0.209 -0.261 -0.077 -0.27
O -2.7617 -2.0717 -1.3027 -0.003 0.263 -0.086 -0.22
C -3.9194 -2.5947 -1.9546 0.085 -0.217 0.191 -0.25
C -5.2207 -1.8998 -1.6026 -0.122 0.141 -0.084 -0.08
C -3.0388 2.2263 0.5398 0.115 -0.034 0.036 -0.31
C -1.8598 2.8634 1.2973 -0.421 -0.004 -0.140 -0.30
C -1.4764 2.3175 2.6608 0.112 0.114 0.170 -0.79
F -1.0077 1.0583 2.5695 0.125 -0.352 -0.053 0.03
Br 0.0396 3.4076 3.3298 0.111 0.120 -0.234 0.88
C -2.5564 2.2971 3.7767 -0.066 0.001 -0.066 -0.96
F -1.9910 2.0298 4.9599 -0.029 0.018 -0.172 0.05
F -3.3928 1.2900 3.4898 -0.053 -0.067 0.019 0.07
Br -3.5489 3.9340 3.8745 0.004 0.112 0.051 0.91
H 2.0793 -4.1239 -0.0824 0.033 0.015 0.022 0.07
H 1.8318 -4.2336 1.6598 0.031 0.008 -0.004 0.07
H 2.8021 -5.4478 0.8283 0.014 0.036 0.014 0.07
H 4.2871 -3.8490 2.0228 0.003 0.043 -0.001 0.10
H 4.5348 -3.7341 0.3030 -0.020 0.020 0.006 0.10
H 2.4140 -1.8862 0.9763 0.039 -0.055 -0.033 0.10
H 3.6913 -1.6418 2.1404 -0.057 0.072 -0.040 0.11
H 4.4873 -1.7859 -0.7692 -0.065 0.024 0.018 0.12
H 5.2090 -0.8654 0.5345 0.020 -0.051 -0.106 0.12
H 3.3025 0.7114 0.5207 -0.025 -0.056 -0.009 0.12
H 2.5049 -0.2683 -0.7129 0.051 0.007 -0.003 0.11
H 5.2348 1.0702 -1.0823 -0.030 -0.054 0.015 0.12
H 4.3265 0.2048 -2.3062 0.053 0.041 0.035 0.12
H 4.2104 2.6400 -2.6014 0.008 -0.014 0.000 0.11
H 3.5263 2.8501 -1.0071 0.023 0.000 -0.046 0.11
H 1.9561 2.7843 -3.1761 -0.020 -0.049 -0.025 0.12
H 2.0870 1.0483 -2.9828 0.035 0.015 0.029 0.13
H 0.9290 3.1212 -1.1732 0.162 0.005 -0.370 0.07
H 1.4260 1.4848 -0.4902 0.018 0.033 -0.083 0.07
H -0.9904 2.2579 -2.0687 0.066 0.007 0.016 0.10
H -0.1700 0.8689 -2.7003 -0.052 0.037 0.025 0.12
H -0.8962 -0.5101 -1.0388 0.184 0.058 0.004 0.08
H -0.4426 0.5940 0.2335 -0.083 0.028 0.090 0.07
H -4.2091 -0.4984 0.8962 0.033 -0.095 -0.054 0.08
H -2.5777 -0.4578 1.5566 -0.062 0.102 0.092 0.07
H -1.8318 -2.3094 0.4725 0.012 0.053 -0.028 0.12
H -3.5366 -2.7359 0.4943 0.080 0.017 0.029 0.12
H -3.7113 -2.4940 -3.0186 0.025 0.027 0.014 0.12
H -3.9805 -3.6666 -1.7267 -0.083 0.039 -0.049 0.12
H -5.1194 -0.8161 -1.6860 0.026 -0.028 -0.039 0.05
H -5.5823 -2.1408 -0.6017 0.091 -0.023 0.019 0.07
H -5.9955 -2.2109 -2.3061 0.024 -0.034 0.041 0.08
H -3.8306 1.9613 1.2420 -0.061 0.022 -0.062 0.07
H -3.4577 3.0052 -0.0996 0.037 0.029 0.069 0.08
H -2.0265 3.9334 1.4303 -0.072 -0.034 -0.056 0.09
H -0.9531 2.7273 0.6579 -1.236 -0.549 0.151 0.01
Ag 0.6398 3.4982 0.6232 1.408 0.606 0.664 0.71
```
Positions in Å, forces in eV/Å.